The following is a quantum chemistry calculation of the molecule C20H27FN2O2, from the OMol25 dataset.

- Total energy: -30972.882 eV
- Orbital gap: 9.552 eV
- ΔE to the lowest compared entry with this formula, charge and spin: 0.0 kcal/mol
- HOMO energy: -9.07 eV
- E_LUMO: 0.48 eV

XYZ file:
```
52
Properties=species:S:1:pos:R:3:forces:R:3
O 1.78826 0.59759 2.68186 -0.0162 -0.2655 0.3939
C 1.71833 1.19719 1.63059 -0.3501 0.1975 -0.5047
N 2.80112 1.70396 1.00084 0.3463 0.2415 -0.1900
H 2.70138 2.12491 0.09106 -0.1311 -0.0791 0.0574
C 4.14945 1.50994 1.49855 -0.0020 -0.0511 0.1165
C 4.87504 0.44931 0.71108 0.0952 -0.0375 -0.0400
C 5.96132 0.77046 -0.08913 0.0702 -0.0800 -0.0191
C 6.58176 -0.23249 -0.81189 -0.0959 -0.1250 0.0240
C 6.14957 -1.54443 -0.77073 0.2050 0.1877 -0.1190
C 5.06040 -1.85357 0.02713 -0.0481 0.0800 0.0511
C 4.42852 -0.86699 0.76204 -0.0283 -0.0118 0.0398
H 3.58437 -1.10988 1.38941 -0.1147 -0.0425 0.0887
H 4.70801 -2.87236 0.07689 -0.0261 -0.0970 0.0046
H 6.66036 -2.29711 -1.34956 0.0716 -0.0553 -0.0712
F 7.64037 0.08663 -1.58568 -0.0661 -0.0233 0.0487
H 6.33487 1.78109 -0.15174 0.0569 0.1207 -0.0166
H 4.04406 1.19563 2.54087 0.0819 0.1374 -0.1239
H 4.68878 2.45985 1.45725 -0.0090 -0.0938 0.0629
C 0.39923 1.50821 0.92989 -0.1470 -0.1117 0.4648
C -0.65565 0.48939 1.34536 0.4616 -0.0326 0.1654
N -1.99077 0.85186 0.92029 -0.0060 -0.2316 -0.0099
C -2.41258 2.10168 0.63280 0.2678 0.3522 -0.0834
O -3.57900 2.33996 0.37503 -0.3423 0.1454 -0.0591
C -1.36851 3.20672 0.58478 -0.0306 0.0392 0.1221
C -0.09099 2.89584 1.34748 0.0016 0.0206 -0.2861
H -0.28117 2.89532 2.42239 0.0528 -0.0028 0.0592
H 0.66648 3.65510 1.13954 -0.0191 -0.0043 0.0681
H -1.84203 4.11482 0.96087 -0.0533 -0.0807 -0.0820
H -1.14414 3.37682 -0.47289 -0.0342 0.0129 0.0155
C -2.99630 -0.19704 0.97355 -0.4325 0.1099 -0.3086
H -2.60024 -1.02457 1.56525 0.0305 -0.0067 0.0133
C -3.41491 -0.68594 -0.41960 0.1938 -0.2331 0.3763
C -2.23291 -1.24397 -1.21218 -0.2083 0.2561 -0.1956
C -2.68608 -1.72139 -2.58927 0.1619 -0.2671 0.1283
C -3.77239 -2.78352 -2.45786 -0.1313 0.2501 -0.1807
C -4.95476 -2.23281 -1.66728 0.0938 -0.2892 0.1656
C -4.50149 -1.75360 -0.29159 -0.0774 0.3132 -0.2194
H -4.10959 -2.60141 0.27685 0.0121 -0.0706 0.0943
H -5.35265 -1.34638 0.25714 -0.0205 -0.0211 0.1032
H -5.72100 -3.00302 -1.55711 -0.0719 0.0455 -0.0432
H -5.39643 -1.39593 -2.21229 -0.0794 0.0321 -0.0388
H -4.10184 -3.10388 -3.44838 0.0202 -0.0902 0.0044
H -3.36560 -3.65664 -1.94185 0.0193 -0.0897 -0.0026
H -1.83362 -2.12498 -3.14075 -0.0067 0.0656 -0.0671
H -3.07833 -0.87191 -3.15293 0.0141 0.0528 -0.0749
H -1.79248 -2.08343 -0.66651 0.0869 -0.0562 0.0729
H -1.46805 -0.47330 -1.33005 0.1000 -0.0004 0.0702
H -3.82607 0.17337 -0.95759 -0.0048 0.0029 0.0142
H -3.88054 0.20800 1.47534 0.0846 -0.1161 0.0305
H -0.40876 -0.48765 0.91890 -0.0356 0.0550 0.0626
H -0.62352 0.39071 2.43967 0.0569 -0.0608 -0.1834
H 0.54070 1.48385 -0.15582 0.0036 0.0088 0.0008
```
Forces are in eV/Å.

Charge distribution, Löwdin scheme, values in e: O 0.073; C -0.474; N 0.080; H 0.149; C -0.121; C -0.205; C 0.031; C -0.273; C -0.014; C -0.068; C -0.037; H 0.113; H 0.107; H 0.116; F 0.057; H 0.122; H 0.130; H 0.124; C -0.217; C -0.113; N -0.041; C -0.456; O 0.054; C -0.081; C -0.140; H 0.135; H 0.118; H 0.124; H 0.129; C -0.118; H 0.133; C -0.308; C -0.172; C -0.202; C -0.212; C -0.203; C -0.171; H 0.121; H 0.118; H 0.107; H 0.115; H 0.106; H 0.113; H 0.107; H 0.116; H 0.122; H 0.108; H 0.144; H 0.131; H 0.130; H 0.138; H 0.152



The following is a quantum chemistry calculation of C20H27IrN3S2 as an isolated structure in a non-equilibrium geometry, from the OMol25 dataset.

- ⟨S²⟩: 6.0376
- Total energy: -50123.532 eV
- Orbital gap (alpha / beta): 5.207 / 3.411 eV
- ΔE to the lowest compared entry with this formula, charge and spin: 0.0 kcal/mol
- Total charge: +3
- HOMO energy (alpha / beta): -15.98 / -17.22 eV
- E_LUMO (alpha / beta): -10.77 / -13.81 eV
- Spin multiplicity: 5

XYZ file:
```
53
Properties=species:S:1:pos:R:3:forces:R:3
Ir 0.97161 0.00836 0.29855 0.8949 0.0126 0.4374
S 0.07205 -1.82872 -0.50410 -0.8536 -4.1004 -1.8104
S 0.03698 1.82850 -0.50235 -0.9354 4.1141 -1.8082
C 1.67869 -2.75122 -0.53126 -0.4280 0.4204 -0.0334
C -0.38819 -2.31299 -2.26110 -0.1315 0.4512 -0.0337
C 0.20239 -1.25341 -3.16338 -0.3084 0.1498 -0.3782
N -0.30565 -0.00227 -2.66902 0.1468 0.0006 0.6690
C 0.17836 1.25880 -3.16190 -0.2954 -0.1537 -0.3927
C -0.43237 2.30630 -2.25895 -0.1163 -0.4701 -0.0392
H -1.48980 -2.34534 -2.32314 0.4465 0.0810 0.1499
H 0.00101 -3.31617 -2.46340 -0.0556 0.1635 0.3246
H -0.08748 -1.40841 -4.20768 0.0796 -0.3638 -0.0359
H 1.29969 -1.25960 -3.11526 -0.1837 0.0515 -0.0478
H -0.11371 1.40904 -4.20648 0.0714 0.3649 -0.0299
H 1.27550 1.28556 -3.11373 -0.1876 -0.0519 -0.0459
H -1.53405 2.31836 -2.32182 0.4387 -0.0745 0.1519
H -0.06122 3.31639 -2.45979 -0.0569 -0.1638 0.3204
C 1.62600 2.78271 -0.53348 -0.4258 -0.4604 -0.0189
H -1.30323 -0.01190 -2.46716 0.1316 0.0011 -0.4842
H 2.23538 2.32274 -1.30166 0.2820 0.2501 -0.0744
H 2.08774 2.67493 0.43872 0.2875 0.2026 0.0074
H 1.41066 3.81921 -0.75807 -0.0144 0.1674 0.0133
H 2.15163 -2.60187 0.43041 0.2994 -0.2051 -0.0025
H 2.26810 -2.30455 -1.32281 0.2746 -0.2297 -0.0592
H 1.48362 -3.79929 -0.71925 -0.0169 -0.1600 0.0152
C -2.97851 -0.02826 0.28270 3.6330 0.0339 0.0754
C -2.43816 -0.02298 1.54454 0.4411 0.0040 -1.1858
H -2.83992 -0.97644 -0.33800 -1.1737 1.1284 1.0637
H -2.85789 0.92209 -0.33848 -1.1525 -1.1499 1.0652
H -2.07851 -0.93908 2.07244 -0.9478 0.5908 -0.5149
H -2.09613 0.89982 2.07247 -0.9358 -0.6087 -0.5156
C 1.20842 -3.31638 3.25540 0.0807 -0.0774 -0.0163
C 0.45654 -2.50720 2.38702 1.0469 0.0263 0.1627
N 0.92666 -1.27781 2.07167 -0.8450 -0.0206 1.3308
C 1.84719 -0.68436 2.85254 -0.2536 -2.9762 -0.2315
C 2.62989 -1.42839 3.74911 0.6699 1.4688 0.1936
C 2.34414 -2.80468 3.86684 0.0143 -0.5441 0.4303
C 3.61861 -0.65920 4.46015 -0.3825 -2.4361 -0.0271
C 3.60520 0.72711 4.46009 -0.4029 2.3828 -0.0114
C 2.60258 1.47700 3.74968 0.6783 -1.4674 0.1740
C 2.29236 2.84590 3.86841 -0.1538 0.6322 0.3440
C 1.14329 3.33755 3.25513 0.2361 0.0229 0.0773
C 0.40866 2.51444 2.38810 1.0266 0.0136 0.1479
N 0.90288 1.29454 2.07182 -0.8401 -0.0200 1.3308
C 1.83350 0.71866 2.85264 -0.2959 2.9704 -0.2260
H 0.90001 -4.34705 3.40596 0.0530 0.1678 0.1490
H -0.47450 -2.86172 1.92417 0.5592 0.2734 0.0662
H 2.97181 -3.41696 4.52191 -0.2772 0.0552 -0.2831
H 4.35741 -1.21209 5.05640 -0.2366 0.4055 -0.1673
H 4.33355 1.29274 5.05636 -0.2199 -0.3958 -0.1611
H 2.90663 3.47150 4.52258 -0.2608 -0.0583 -0.2691
H 0.81691 4.36183 3.40826 0.0442 -0.1560 0.1445
H -0.52863 2.85106 1.92549 0.5518 -0.2626 0.0591
```
Forces are in eV/Å.

Charge distribution, Löwdin scheme, values in e: Ir 0.974; S 0.764; S 0.764; C -0.278; C -0.305; C -0.262; N -0.170; C -0.262; C -0.305; H 0.106; H 0.109; H 0.147; H 0.126; H 0.147; H 0.127; H 0.106; H 0.108; C -0.276; H 0.122; H 0.048; H 0.021; H 0.074; H 0.020; H 0.048; H 0.075; C -0.068; C -0.090; H 0.061; H 0.061; H 0.047; H 0.047; C 0.040; C -0.069; N -0.075; C -0.170; C -0.091; C 0.090; C 0.137; C 0.137; C -0.092; C 0.092; C 0.042; C -0.071; N -0.074; C -0.170; H 0.145; H 0.125; H 0.159; H 0.166; H 0.166; H 0.158; H 0.145; H 0.125



The following is a quantum chemistry calculation of the molecule C20H27N3O2, from the OMol25 dataset.

- Total energy: -29744.699 eV
- Orbital gap: 8.674 eV
- ΔE to the lowest compared entry with this formula, charge and spin: 14.4 kcal/mol
- HOMO energy: -8.05 eV
- E_LUMO: 0.63 eV

XYZ file:
```
52
Properties=species:S:1:pos:R:3:forces:R:3
O 0.63037 -2.19911 -0.91100 0.0583 -0.2029 0.2023
C 0.56128 -1.10585 -1.43917 0.2333 0.2414 0.1529
N 0.10367 -0.96832 -2.70995 -0.0103 -0.1766 -0.4302
C -0.07392 0.27066 -3.42745 -0.0372 0.1605 0.0483
H 0.11314 0.05696 -4.48493 0.0524 0.0739 0.0772
C -1.53293 0.77721 -3.23004 0.0205 0.1627 -0.0878
N -2.33249 -0.25810 -2.60966 -0.2159 0.0239 -0.2273
C -2.45589 -0.27726 -1.21858 -0.1838 0.0083 0.1972
C -2.44844 -1.46100 -0.47650 0.0023 -0.0314 -0.1804
C -2.60883 -1.44079 0.89581 -0.0422 0.0684 0.1475
C -2.78315 -0.24777 1.57412 -0.0434 -0.0706 0.1610
C -2.82089 0.93132 0.84933 0.0485 0.0259 0.0301
C -2.66987 0.91840 -0.52284 0.0767 0.1359 -0.0246
H -2.74368 1.85412 -1.05662 -0.0159 0.0366 -0.0615
H -2.97752 1.87355 1.35500 -0.0267 0.0747 0.0268
H -2.90003 -0.23530 2.64716 -0.0166 -0.0106 0.0916
H -2.58389 -2.37340 1.43954 0.0126 -0.0889 0.0394
H -2.29620 -2.41420 -0.95395 0.0827 -0.0835 -0.1023
C -2.18046 -1.49774 -3.34073 -0.0480 -0.0196 -0.0247
H -2.89097 -2.23345 -2.96663 0.0219 -0.0103 -0.0793
C -0.72100 -2.02612 -3.25987 0.0498 -0.2692 0.1072
H -0.35012 -2.30614 -4.25017 -0.0376 -0.0259 0.0409
H -0.63188 -2.88454 -2.59373 -0.0127 0.0789 -0.1504
H -2.44180 -1.28155 -4.38153 -0.0362 -0.0574 0.0695
H -1.53866 1.67379 -2.61552 -0.0150 -0.0374 -0.0713
H -1.97800 1.02799 -4.19868 0.0591 0.0684 0.0734
H 0.65422 1.01162 -3.10594 -0.0001 -0.0070 -0.0502
C 1.00349 0.15636 -0.71261 0.0598 -0.2238 0.1568
H 0.35481 0.99449 -0.97587 0.0333 -0.0040 0.0121
C 2.47187 0.52371 -0.94872 -0.0001 0.0761 -0.0292
C 2.90339 1.15977 0.37066 -0.0172 0.0393 -0.3866
O 3.88080 1.85326 0.54568 0.3994 0.1796 -0.0195
N 1.99964 0.81015 1.30689 -0.1726 0.0437 -0.0119
C 2.12003 1.19382 2.69300 0.2374 0.1942 0.0719
H 2.97344 1.87807 2.71400 -0.1461 -0.1156 0.0055
C 0.85060 1.88948 3.22868 -0.0821 -0.0873 -0.0013
H 0.18896 2.19569 2.41963 -0.0039 0.0965 -0.0577
C 0.20450 0.88033 4.17554 0.0541 0.1463 0.1413
C 1.40804 0.18618 4.80517 -0.0591 -0.1201 -0.0497
H 1.14720 -0.75387 5.28884 0.0305 -0.0091 0.1040
C 2.35966 -0.01351 3.62633 0.0466 0.0750 0.1002
H 3.39994 -0.07833 3.93941 0.0512 -0.0721 -0.0655
H 2.10881 -0.93450 3.10060 0.0154 -0.0659 -0.0253
H 1.86364 0.84188 5.54876 0.0069 0.0159 0.0826
H -0.43933 1.35712 4.91338 -0.1091 -0.0364 0.0007
H -0.38841 0.15625 3.61467 -0.0779 -0.0540 -0.0361
H 1.13636 2.78294 3.78414 -0.0051 0.0510 -0.0010
C 0.95329 -0.05151 0.80664 -0.2029 -0.3545 0.0249
H -0.01932 0.21620 1.22204 -0.0120 -0.0012 -0.0247
H 1.15333 -1.10609 1.03351 -0.1081 0.1535 0.0027
H 2.63955 1.20247 -1.78322 0.0568 0.0065 0.0424
H 3.07818 -0.37158 -1.10536 0.0282 -0.0016 -0.0119
```
Forces are in eV/Å.

Charge distribution, Löwdin scheme, values in e: O 0.066; C -0.427; N -0.051; C -0.103; H 0.126; C -0.124; N -0.099; C -0.226; C -0.026; C -0.077; C -0.118; C -0.096; C -0.034; H 0.104; H 0.105; H 0.097; H 0.108; H 0.103; C -0.127; H 0.118; C -0.103; H 0.123; H 0.113; H 0.121; H 0.100; H 0.121; H 0.111; C -0.178; H 0.139; C -0.014; C -0.450; O 0.064; N -0.018; C -0.248; H 0.145; C -0.127; H 0.108; C -0.195; C -0.190; H 0.107; C -0.118; H 0.112; H 0.109; H 0.112; H 0.107; H 0.095; H 0.114; C -0.080; H 0.109; H 0.129; H 0.121; H 0.141



The following is a quantum chemistry calculation of a 2-piece molecular cluster, C20H27N3O5 overall in a non-equilibrium geometry, from the OMol25 dataset.

- Total energy: -35887.179 eV
- Orbital gap: 8.483 eV
- ΔE to the lowest compared entry with this formula, charge and spin: 50.3 kcal/mol
- HOMO energy: -8.92 eV
- E_LUMO: -0.43 eV

XYZ file:
```
55
Properties=species:S:1:pos:R:3:forces:R:3
O 4.43391 2.56970 -0.32377 -0.8238 -0.3595 1.4334
O -2.42929 -2.68312 4.21492 0.1749 0.0677 0.1304
O -1.37698 -4.90264 0.58675 -0.5811 0.3900 -0.2698
N 0.10341 1.33061 -0.90694 1.5694 -0.4463 1.1560
O 3.39216 2.23058 1.68956 -0.4670 -0.4377 -0.8643
O -1.80462 -0.50779 0.05189 -0.3562 -0.4717 0.3207
C 3.41585 2.45138 0.34936 2.0979 0.3725 -0.9738
C -2.77392 -3.02591 3.09468 -0.7045 -0.3928 1.5268
C -2.29869 -4.21468 0.15580 1.3994 -0.5711 0.9288
C 1.26008 1.40853 -0.23319 -1.6422 -0.7095 -0.6892
C -1.85218 3.16091 -3.35055 0.1989 -1.1680 0.9156
C -1.05415 4.28394 -3.56779 1.2530 0.4817 0.5031
C 2.13390 2.50421 -0.35923 -1.4673 1.2953 -0.5411
C -1.43491 2.18620 -2.44087 -1.1668 0.8047 -1.2689
C 0.15005 4.43532 -2.87350 -1.1839 0.1595 -0.8435
C 1.78074 3.57348 -1.21432 1.1038 -0.6192 1.0347
C -0.23129 2.32113 -1.74406 0.0093 0.3417 -0.1833
C 0.57842 3.46166 -1.94339 -0.0747 0.2748 -0.2131
N -3.18293 -4.67506 -0.73809 -0.9907 -0.0059 -0.5392
N -2.16715 -2.52322 2.02162 0.5033 0.0406 -2.2236
C -3.91904 -4.00620 2.93480 0.2864 0.1905 -0.1185
C 1.57158 0.20556 0.61838 0.0661 0.1022 0.1187
C 2.66057 4.80492 -1.35521 -0.2197 -0.2371 0.2573
C -3.17538 -6.03450 -1.27513 0.3397 0.2103 0.1910
C 5.68102 1.94123 2.54864 -0.0405 0.2282 -0.1073
C 4.36156 1.28227 2.17271 1.1557 -0.1006 0.3704
C -1.58497 -1.86762 -0.27561 -0.1298 0.5555 0.2000
C -2.47479 -2.75707 0.60060 -0.1194 0.3364 0.5669
H -1.10886 0.05481 -0.33933 0.1402 0.1056 -0.1306
H -2.79114 3.04539 -3.88495 0.1424 -0.0237 0.1034
H -1.36989 5.04455 -4.27630 0.1063 -0.0890 0.1077
H -2.04672 1.30838 -2.26441 0.1011 0.0440 0.0559
H 0.73980 5.32135 -3.08370 0.0388 -0.1754 0.1566
H -3.91210 -4.05078 -1.04663 0.0713 -0.0941 0.0663
H -1.44835 -1.84625 2.22149 0.0047 0.0515 0.0061
H -4.35886 -4.18661 3.91447 0.1292 0.0930 -0.0960
H -3.53600 -4.94411 2.53857 -0.0977 -0.1008 -0.1807
H -4.67403 -3.58827 2.27424 -0.1503 -0.1340 -0.2091
H 0.87230 -0.60410 0.41701 0.0018 0.1897 -0.0756
H 1.49471 0.46137 1.67858 0.1571 -0.0743 -0.0861
H 2.57405 -0.17018 0.40124 0.0096 0.0628 0.1554
H 3.34458 4.91902 -0.51061 -0.0427 -0.1927 -0.2092
H 2.05551 5.71488 -1.38735 0.0090 -0.1672 -0.1241
H 3.25205 4.73510 -2.27300 -0.0419 0.0602 0.1108
H -2.41351 -6.12111 -2.05218 -0.0457 -0.1386 0.0224
H -2.94369 -6.74639 -0.47897 0.0041 0.1502 -0.0957
H -4.15195 -6.27736 -1.69640 0.0922 0.1629 0.0724
H 6.36708 1.19715 2.96326 -0.1167 0.0372 -0.0051
H 5.51273 2.71817 3.30003 0.0524 -0.0921 -0.0600
H 6.15331 2.39564 1.67327 -0.1092 -0.0787 0.1345
H 3.94956 0.79070 3.05972 -0.3345 0.2753 -0.2371
H 4.55435 0.50091 1.42885 -0.2368 0.2431 -0.0818
H -0.54132 -2.13592 -0.11216 0.1538 -0.2524 0.0010
H -1.82749 -2.02679 -1.32747 -0.0202 -0.3151 -0.1088
H -3.50909 -2.46336 0.42468 -0.2086 0.1205 -0.1109
```
Forces are in eV/Å.

Charge distribution, Löwdin scheme, values in e: O 0.128; O 0.033; O 0.064; N 0.133; O -0.005; O -0.082; C -0.436; C -0.545; C -0.489; C -0.201; C -0.065; C -0.075; C -0.028; C 0.004; C -0.011; C -0.094; C -0.220; C -0.114; N 0.020; N 0.128; C 0.013; C 0.013; C -0.016; C -0.054; C -0.069; C -0.228; C -0.210; C -0.207; H 0.020; H 0.106; H 0.104; H 0.111; H 0.105; H 0.135; H 0.148; H 0.085; H 0.081; H 0.078; H 0.059; H 0.101; H 0.090; H 0.084; H 0.082; H 0.104; H 0.086; H 0.088; H 0.083; H 0.080; H 0.081; H 0.073; H 0.126; H 0.120; H 0.117; H 0.126; H 0.141